{
  "formula": "C45H49GeI2N6O6Ti",
  "method": "ωB97M-V/def2-TZVPD",
  "symbols": ["Ti", "I", "C", "C", "C", "I", "C", "O", "C", "C", "N", "C", "C", "C", "C", "C", "C", "N", "C", "H", "H", "H", "H", "H", "H", "H", "H", "H", "H", "H", "N", "C", "C", "C", "N", "H", "H", "H", "H", "H", "H", "H", "H", "H", "H", "O", "C", "O", "C", "C", "Ge", "C", "C", "C", "C", "C", "C", "C", "C", "C", "C", "C", "C", "C", "C", "C", "C", "C", "C", "H", "H", "H", "H", "H", "H", "H", "H", "H", "H", "H", "H", "H", "H", "H", "H", "H", "H", "H", "N", "C", "O", "C", "C", "C", "N", "C", "C", "H", "H", "H", "H", "H", "H", "C", "C", "O", "O", "H", "H", "H"],
  "positions_angstrom": [[-0.4590, -0.1653, -0.8844], [-1.8656, 7.0300, -2.2861], [-1.1516, 5.0413, -2.1675], [-1.1504, 4.2488, -3.3033], [-0.6847, 2.9562, -3.1887], [-0.6225, 1.6476, -4.8388], [-0.2555, 2.4028, -1.9770], [0.1397, 1.1597, -1.9059], [-0.2950, 3.2326, -0.8362], [0.1024, 2.5954, 0.4667], [-0.6564, 1.3620, 0.6862], [-2.0719, 1.6141, 0.9453], [-2.8840, 1.4561, -0.3132], [-4.1145, 2.0837, -0.4857], [-4.7966, 1.9223, -1.6801], [-4.2319, 1.1244, -2.6677], [-3.0332, 0.4924, -2.3975], [-2.3702, 0.6533, -1.2501], [-0.7252, 4.5428, -0.9457], [-1.5089, 4.6236, -4.2509], [1.1657, 2.3209, 0.4436], [-0.0479, 3.3110, 1.2891], [-0.1967, 0.8731, 1.4845], [-2.4593, 0.8712, 1.6551], [-2.2362, 2.6135, 1.3768], [-4.5326, 2.6806, 0.3108], [-5.7531, 2.3963, -1.8378], [-4.7226, 0.9846, -3.6185], [-2.5704, -0.1652, -3.1252], [-0.7356, 5.1797, -0.0727], [3.0928, 1.2890, -2.0674], [4.1440, 0.9272, -1.1238], [3.6174, -0.0728, -0.0944], [2.7629, -1.1590, -0.7579], [1.3594, -1.1128, -0.3133], [3.3084, 2.1617, -2.5359], [2.2081, 1.3982, -1.5769], [4.5621, 1.7926, -0.5892], [4.9490, 0.4709, -1.7110], [3.0231, 0.4530, 0.6592], [4.4619, -0.5332, 0.4206], [3.1848, -2.1409, -0.5224], [2.8064, -1.0182, -1.8420], [1.3431, -0.7827, 0.6954], [1.0185, -2.0742, -0.2713], [1.5833, 0.0147, 4.2263], [1.4198, -0.5842, 3.1782], [1.0706, -0.0461, 2.0704], [1.5883, -2.1204, 3.1176], [2.5958, -2.6705, 4.1184], [4.4682, -2.8897, 3.4281], [4.5036, -3.4470, 1.5084], [3.6139, -4.4246, 1.0748], [3.6515, -4.9073, -0.2218], [4.6047, -4.4254, -1.1047], [5.5136, -3.4668, -0.6841], [5.4588, -2.9791, 0.6129], [5.5971, -1.2847, 3.7126], [6.9829, -1.3856, 3.7293], [7.7712, -0.2841, 4.0107], [7.1812, 0.9420, 4.2678], [5.8024, 1.0572, 4.2331], [5.0148, -0.0492, 3.9644], [5.3319, -4.4431, 4.3280], [4.7844, -5.0179, 5.4674], [5.3622, -6.1296, 6.0562], [6.5162, -6.6742, 5.5199], [7.0812, -6.1055, 4.3905], [6.4882, -5.0048, 3.7979], [1.8409, -2.4149, 2.0947], [0.5856, -2.5102, 3.3310], [2.2645, -3.6472, 4.4725], [2.6171, -2.0118, 4.9877], [2.8883, -4.8221, 1.7721], [2.9468, -5.6623, -0.5413], [4.6508, -4.8062, -2.1148], [6.2707, -3.1020, -1.3668], [6.1698, -2.2280, 0.9401], [7.4488, -2.3442, 3.5423], [8.8463, -0.3910, 4.0409], [7.7957, 1.8021, 4.4965], [5.3392, 2.0117, 4.4339], [3.9393, 0.0497, 3.9750], [3.8886, -4.5924, 5.9002], [4.9123, -6.5751, 6.9329], [6.9743, -7.5423, 5.9731], [7.9840, -6.5260, 3.9685], [6.9194, -4.5791, 2.8993], [2.2186, -5.4138, -4.3294], [1.0656, -5.2942, -3.6160], [0.4910, -6.2769, -3.1762], [0.5644, -3.9306, -3.3583], [-0.6787, -3.8244, -2.7050], [-1.1401, -2.6117, -2.2706], [-0.4254, -1.4567, -2.3990], [0.6938, -1.5348, -3.1657], [1.2107, -2.7128, -3.6460], [2.5299, -6.3482, -4.5355], [2.6479, -4.6491, -4.8164], [-1.2379, -4.7342, -2.5466], [-2.1170, -2.5269, -1.7996], [1.1872, -0.5887, -3.3683], [2.1237, -2.6742, -4.2195], [-2.1112, -3.2943, 1.2950], [-2.1970, -1.8333, 0.8730], [-3.1799, -1.1484, 1.1139], [-1.1720, -1.3777, 0.2400], [-2.1544, -3.3563, 2.3800], [-1.1865, -3.7463, 0.9385], [-2.9711, -3.8275, 0.8916]],
  "forces_ev_per_angstrom": [[0.1264, 0.7843, 1.1730], [0.1635, -0.4319, 0.0133], [-0.2081, 0.4590, -0.0558], [-0.0313, 0.1853, 0.0517], [0.1523, -0.8091, -0.1738], [-0.0377, 0.4177, -0.0503], [-0.2762, 1.7618, -0.4115], [1.4298, 1.9876, -1.6207], [0.1502, -0.4563, -0.2249], [0.2363, 0.3137, -0.0838], [0.1345, 0.1361, 0.8281], [-0.3584, 0.0243, 0.1943], [-0.2477, 0.2248, 0.1206], [0.0469, -0.1124, -0.1551], [0.3101, -0.1790, 0.1441], [-0.0032, -0.0523, 0.1108], [-0.2704, -0.0255, -0.2099], [-1.1174, 0.3736, -0.1211], [-0.0264, 0.0156, -0.0643], [0.0375, 0.0236, -0.0130], [-0.1551, 0.0336, 0.0977], [0.0710, -0.1634, -0.0916], [-0.1211, 0.1771, -0.1261], [0.1831, 0.1720, -0.1320], [0.0301, -0.1701, -0.1080], [0.0648, 0.1021, 0.0566], [-0.0628, 0.0931, -0.0146], [0.0196, -0.0550, -0.0637], [-0.0506, 0.0878, 0.0394], [-0.0282, -0.0075, 0.1022], [-0.2348, 0.2390, 0.0398], [0.2613, -0.0319, 0.1099], [-0.0249, 0.1852, -0.3533], [0.3622, -0.1550, -0.1136], [0.7918, -0.5987, 0.6274], [-0.0894, -0.0599, 0.0215], [0.1496, 0.1370, -0.2314], [0.0323, -0.1211, -0.0859], [0.1019, 0.0168, 0.1632], [0.0389, -0.0176, 0.0032], [-0.0549, 0.1124, 0.0901], [-0.1128, 0.1087, -0.0738], [0.0635, -0.1514, 0.1513], [-0.0342, -0.2452, -0.1841], [0.0771, 0.1270, 0.0301], [0.1712, 0.0685, 0.6047], [0.0166, -0.2919, -0.3202], [-0.0132, 0.0821, 0.0377], [0.0513, 0.3304, -0.0288], [0.5044, -0.1644, -0.1533], [-0.0091, -0.1372, 0.1217], [-0.0134, 0.2553, 0.6350], [-0.1011, 0.0191, 0.1389], [-0.0612, -0.0500, -0.0898], [0.0872, 0.0141, -0.0660], [0.1048, 0.0208, -0.0949], [0.0827, 0.0595, 0.1535], [-0.4543, -0.5484, -0.1537], [0.0128, -0.1991, -0.0213], [0.1736, -0.0312, -0.0183], [0.0588, 0.0483, -0.0315], [0.0413, 0.1792, 0.0561], [-0.1724, -0.0209, -0.0308], [-0.3123, 0.5159, -0.2473], [-0.1717, 0.1394, 0.0373], [0.0201, -0.1202, 0.1341], [0.0322, -0.0648, 0.0148], [0.1639, -0.0607, -0.0554], [-0.0220, 0.1078, -0.1434], [-0.1419, 0.0274, 0.0241], [0.0641, -0.0595, -0.0462], [0.1400, -0.1218, 0.0025], [0.0703, 0.0329, 0.0241], [-0.1401, -0.0698, 0.0270], [-0.0567, -0.0783, -0.0281], [-0.0183, -0.0385, -0.0969], [0.0051, 0.0215, -0.0189], [0.0322, 0.0279, -0.0509], [0.1187, -0.0447, 0.0330], [0.0864, 0.0257, -0.0081], [0.0180, 0.0416, 0.0051], [-0.0873, 0.0808, 0.0202], [-0.1721, 0.0759, 0.0370], [-0.0737, -0.0134, 0.0686], [-0.0232, 0.0038, 0.0577], [0.0082, -0.0384, 0.0435], [0.0374, -0.0245, -0.0328], [0.0692, -0.0631, -0.0635], [-0.0911, 0.0940, 0.0244], [0.4877, -1.1510, -0.3290], [0.0642, 0.4240, -0.0709], [-0.9170, 1.7757, 0.6652], [0.7379, -0.6322, -0.5328], [0.0548, 0.8740, -0.1332], [0.4394, -2.8824, -2.4241], [-0.6647, 0.5461, 0.2144], [-0.2428, -1.1487, -0.1144], [-0.0101, 0.0168, 0.0012], [-0.0275, 0.0208, 0.0356], [-0.0956, 0.0149, 0.1067], [0.2942, 0.0057, 0.0773], [0.0549, -0.0624, 0.2109], [0.1424, 0.0545, 0.0311], [0.0788, 0.3087, -0.2316], [-1.2795, -0.3847, 0.8591], [0.1750, -0.5226, 0.0214], [-0.7287, -1.6960, 1.5717], [-0.0268, 0.0113, 0.0499], [-0.0409, -0.0352, 0.0421], [-0.0201, -0.0246, 0.0427]],
  "e_lumo_ha": [-0.042, -0.044],
  "homo_lumo_gap_ev": [6.22, 7.28],
  "molar_mass_g_mol": 1144.21,
  "multiplicity": 2
}

***

{
  "formula": "C7H10",
  "method": "ωB97M-V/def2-TZVPD",
  "symbols": ["C", "C", "C", "C", "C", "C", "C", "H", "H", "H", "H", "H", "H", "H", "H", "H", "H"],
  "positions_angstrom": [[2.3289, -0.0390, 0.8901], [1.3501, 0.6993, 0.3798], [-0.0408, 0.1987, 0.1684], [-0.6693, 0.6360, -1.0943], [-0.0379, 0.6584, -2.2830], [-0.5863, -0.7386, 0.9460], [-2.0436, -1.1023, 0.9166], [2.0929, -1.0900, 1.0046], [3.2414, 0.4047, 1.2586], [1.5120, 1.7133, 0.0275], [-1.7450, 0.8048, -1.0302], [-0.5236, 0.2701, -3.1648], [0.9511, 1.1057, -2.2813], [0.0100, -1.1931, 1.7272], [-2.3941, -1.4852, 1.8754], [-2.6461, -0.2107, 0.7419], [-2.2844, -1.8538, 0.1602]],
  "forces_ev_per_angstrom": [[-0.6197, 0.2191, 0.0328], [-0.2418, -0.4458, -0.2258], [1.6062, 0.9081, -0.5608], [-1.1130, -0.2291, 0.1577], [-0.0417, 0.5771, 1.1527], [-0.6451, 0.4659, 0.3386], [-0.1683, -0.1025, -0.0114], [0.4674, -0.0659, 0.4399], [0.2913, -0.2630, -0.3461], [0.0514, 0.1769, 0.4426], [-0.1594, -1.1537, -0.4143], [-0.2441, 1.1305, -0.4523], [0.5681, -1.2631, -0.3745], [0.0842, 0.1997, 0.0811], [0.2492, -0.1305, 0.0294], [-0.0500, -0.0882, -0.2509], [-0.0346, 0.0644, -0.0386]],
  "e_lumo_ha": 0.032,
  "homo_lumo_gap_ev": 9.09,
  "molar_mass_g_mol": 94.16
}

***

{
  "formula": "C9H30CsN6O10S",
  "method": "ωB97M-V/def2-TZVPD",
  "symbols": ["Cs", "S", "O", "O", "O", "O", "C", "O", "N", "N", "H", "H", "H", "H", "C", "O", "N", "N", "H", "H", "H", "H", "C", "O", "N", "N", "H", "H", "H", "H", "C", "C", "O", "H", "H", "H", "H", "H", "H", "C", "C", "O", "H", "H", "H", "H", "H", "H", "C", "C", "O", "H", "H", "H", "H", "H", "H"],
  "positions_angstrom": [[5.2585, -2.3441, -0.9072], [-0.5709, 0.3490, -0.6539], [-1.3867, 0.2726, -1.8653], [0.4129, 1.4243, -0.7544], [-1.3802, 0.6323, 0.5611], [0.1310, -0.9026, -0.4909], [-1.1210, -2.0751, -7.4257], [-1.0246, -2.4166, -8.6201], [-0.9815, -2.9632, -6.4679], [-1.7177, -0.9805, -7.0063], [-1.2300, -2.4991, -5.6059], [-1.3856, -3.8171, -6.8252], [-1.7620, -0.7668, -6.0202], [-2.0059, -0.2959, -7.6907], [0.8572, 7.2340, -0.6125], [0.6471, 8.4395, -0.5034], [1.9257, 6.4983, -0.9451], [-0.0516, 6.3396, -0.5638], [2.7425, 6.9543, -1.3259], [1.7470, 5.5045, -0.9672], [-0.9454, 6.6642, -0.2234], [0.1939, 5.3621, -0.6296], [-2.4596, -6.3196, 0.1634], [-3.1491, -7.3184, 0.0014], [-1.7696, -5.7420, -0.8252], [-2.4201, -5.5961, 1.3130], [-1.3669, -4.8305, -0.6609], [-1.8330, -6.2522, -1.6946], [-2.1199, -4.6331, 1.2615], [-3.0122, -5.9782, 2.0366], [1.9851, -3.4903, 6.9570], [1.2453, -3.4349, 5.6839], [1.9871, -2.6322, 4.7769], [2.9427, -3.9578, 6.7276], [1.5491, -4.2289, 7.6296], [2.0634, -2.5205, 7.4485], [0.2196, -3.0948, 5.8265], [1.2660, -4.4680, 5.3369], [1.3886, -2.5697, 4.0289], [4.2985, 3.1604, -7.0466], [4.0704, 3.1772, -5.5873], [3.9354, 1.8776, -5.0918], [4.6723, 4.1298, -7.3762], [3.3577, 2.8814, -7.5212], [5.0396, 2.4133, -7.3305], [3.1323, 3.6927, -5.3819], [4.8976, 3.5789, -5.0020], [3.0706, 1.9207, -4.6772], [-3.6198, 1.8470, 8.0722], [-3.3136, 1.0757, 6.8398], [-3.8368, 1.7811, 5.6787], [-3.3455, 2.9017, 8.0930], [-3.3282, 1.4034, 9.0243], [-4.6980, 1.9390, 8.2038], [-3.7903, 0.0955, 6.8277], [-2.2264, 1.0064, 6.8023], [-3.1852, 1.5716, 5.0055]],
  "forces_ev_per_angstrom": [[-0.5620, 0.2710, 0.0103], [-1.2916, 1.7006, 1.1656], [-0.9544, 0.0460, -1.1163], [1.6143, 1.6370, -0.6611], [-0.5616, -0.3584, -0.0036], [1.7809, -3.3172, 0.4750], [-1.4106, -1.0817, -4.3794], [0.4127, 0.9721, 0.7424], [1.4287, -1.4306, 2.0708], [-0.5018, 3.1276, 0.0668], [-0.2465, -1.5827, 0.6140], [0.2077, -0.3085, 0.9999], [-0.1737, 0.3522, -0.2813], [0.3138, 0.0145, 0.3388], [0.8786, 1.7932, -1.0063], [1.1219, -0.0712, 0.1088], [4.0448, 1.0446, -0.4525], [-6.0867, -2.3172, 1.4108], [-0.0388, -0.5639, 0.1640], [1.2906, 0.4385, -0.4457], [-0.0762, -0.7018, -0.0500], [-1.1949, 0.1628, 0.2844], [-1.3301, 0.3002, -0.0143], [0.4347, -0.4108, 0.3533], [0.6516, -0.2258, -0.7291], [0.0250, -0.5337, 0.6933], [0.1266, -0.2115, -0.8103], [0.2912, 0.7680, -0.0492], [-0.3058, -0.1662, 0.5253], [0.1311, 0.6695, -0.0021], [0.5431, -0.5246, 0.9663], [0.2359, -0.5272, -0.1558], [-0.6604, -0.0513, -0.0559], [0.4511, 0.5853, 0.1467], [-0.4224, 0.2308, 0.1923], [0.2532, -0.1173, 0.0084], [-0.0819, 0.1325, -0.2207], [-0.5774, -0.1718, -0.4168], [0.2598, 0.4811, -0.5243], [0.3277, -0.0194, -0.8304], [0.3014, 0.3395, 0.8065], [-0.8532, -1.1035, 0.3926], [-0.2725, 0.0676, -0.2654], [0.1083, 0.2055, -0.3344], [0.0826, -0.0474, 0.1164], [0.2458, 0.6004, 0.1366], [0.0510, 0.7993, -0.2860], [-0.0149, -0.8972, 0.3518], [-1.7967, 0.7795, 1.3013], [-0.0564, 0.6376, -0.7060], [0.8465, -0.4227, 0.9266], [0.7150, -0.1386, -0.4351], [0.5418, -0.2972, -0.2225], [-0.3784, -0.2033, -0.2197], [0.2765, -0.1967, 0.3580], [0.0860, -0.3780, -0.4697], [-0.2315, 0.2208, -0.5831]],
  "e_lumo_ha": -0.014,
  "homo_lumo_gap_ev": 1.94,
  "molar_mass_g_mol": 547.34,
  "total_charge": -1
}

***

What strongest force on any atom values result from the calculations? In sequence: 3.79, 1.93, 6.66 eV/Å.
What E_tot values result from the calculations? In sequence: -6046.140306, -272.612422, -1860.132296 Eh.